ORCA calculation (ωB97M-V/def2-TZVPD) on a 2-piece molecular cluster, C5H10O2 overall.

Results
HOMO energy: -0.359 Eh
Structure (SMILES): CCC(=O)CC=O.[H][H]
E_LUMO: 0.699 eV
E_tot: -9440.6178 eV
Relative energy (zero: lowest compared OMol25 entry of this formula, charge and spin): 55.9 kcal/mol
HOMO-LUMO gap: 10.5 eV

Each atom is followed by the atoms it is bonded to, with distances in Å.
Positions of all 17 atoms, in Å:
1 C -2.2849 -0.5420 -0.4750  C2 1.523, H8 1.095, H9 1.093, H10 1.094
2 C -1.1203 0.4334 -0.5824  C1 1.523, C3 1.517, H11 1.102, H12 1.098
3 C 0.2496 -0.2002 -0.7341  C2 1.517, O4 1.210, C5 1.528
4 O 0.4142 -1.3641 -1.0194  C3 1.210
5 C 1.4439 0.7486 -0.6421  C3 1.528, C6 1.519, H13 1.099, H14 1.097
6 C 2.4066 0.5672 0.5188  C5 1.519, O7 1.203, H15 1.111
7 O 2.2701 -0.1615 1.4664  C6 1.203
8 H -3.2354 -0.0067 -0.5705  C1 1.095
9 H -2.2316 -1.2994 -1.2612  C1 1.093
10 H -2.2858 -1.0615 0.4881  C1 1.094
11 H -1.2306 1.0537 -1.4860  C2 1.102
12 H -1.1055 1.1417 0.2566  C2 1.098
13 H 1.1266 1.8002 -0.6211  C5 1.099
14 H 2.0342 0.6134 -1.5563  C5 1.097
15 H 3.3069 1.2132 0.4350  C6 1.111
16 H -0.1867 -1.3598 1.7483  H17 0.741
17 H 0.4241 -1.6126 1.4127  H16 0.741